Here is a structure of composition C37H42BrGeN2O6PdS from OMol25. Energies are from ωB97M-V/def2-TZVPD.

HOMO level (spin up / spin down) ... -4.63 / -5.88 eV
Max |F| ... 0.0109 Eh/bohr
Expectation value of S² ... 2.0086
LUMO (spin up / spin down) ... 2.420 / 1.459 eV
Frontier orbital gap (spin up / spin down) ... 7.05 / 7.34 eV

Geometry as ORCA input:
```
! RIJCOSX wB97M-V def2-TZVPD def2/J DEFGRID3
* xyz -1 3
Pd -0.546 0.346 0.485
C 4.529 -4.369 3.266
C 3.528 -3.248 3.365
C 2.421 -3.211 2.524
C 1.495 -2.180 2.597
C 1.666 -1.180 3.539
C 2.758 -1.201 4.395
C 3.686 -2.226 4.298
S 0.556 0.207 3.689
O 0.257 0.288 5.100
O 1.203 1.339 3.072
N -0.783 -0.098 2.831
C -1.629 -1.050 3.281
C -1.904 -2.643 1.965
O -2.655 -3.358 2.553
O -1.219 -2.451 1.002
H 4.858 -4.513 2.236
H 4.094 -5.313 3.604
H 5.408 -4.168 3.879
H 2.281 -3.992 1.784
H 0.663 -2.148 1.909
H 2.879 -0.416 5.130
H 4.545 -2.234 4.959
H -2.687 -0.845 3.140
H -1.383 -1.615 4.178
N -2.442 0.687 0.422
C -3.044 1.794 0.453
C -2.309 3.099 0.480
C -2.629 4.111 -0.423
C -1.878 5.275 -0.461
C -0.807 5.442 0.410
C -0.493 4.444 1.319
C -1.243 3.277 1.357
C -4.541 1.812 0.426
C -5.231 0.758 -0.169
C -6.616 0.744 -0.181
C -7.330 1.783 0.405
C -6.650 2.834 1.001
C -5.262 2.852 1.007
H -3.459 3.975 -1.107
H -2.122 6.050 -1.177
H -0.214 6.348 0.372
H 0.346 4.551 1.993
H -0.993 2.507 2.078
H -4.660 -0.047 -0.614
H -7.142 -0.079 -0.650
H -8.413 1.771 0.396
H -7.200 3.644 1.464
H -4.730 3.673 1.471
C -2.541 -1.867 -5.959
C -1.739 -1.789 -4.666
C -2.612 -1.495 -3.452
C -1.848 -1.437 -2.128
Ge -0.783 0.204 -1.886
C 0.891 0.446 -2.899
C 2.036 -0.551 -2.738
C 1.734 -1.960 -3.236
C 2.853 -2.935 -2.889
H -1.899 -2.031 -6.826
H -3.099 -0.942 -6.126
H -3.266 -2.684 -5.921
H -0.965 -1.022 -4.760
H -1.206 -2.732 -4.503
H -3.391 -2.264 -3.390
H -3.140 -0.548 -3.619
H -1.230 -2.325 -1.987
H -2.542 -1.422 -1.287
H -1.695 1.375 -2.338
H 1.224 1.449 -2.623
H 0.572 0.501 -3.948
H 2.325 -0.614 -1.687
H 2.914 -0.173 -3.276
H 1.573 -1.945 -4.319
H 0.798 -2.310 -2.794
H 3.812 -2.582 -3.277
H 2.669 -3.929 -3.302
H 2.953 -3.031 -1.806
Br 6.283 4.122 0.056
C 5.435 2.459 0.427
C 6.204 1.404 0.893
C 5.582 0.193 1.164
C 4.218 0.045 0.965
C 3.466 1.114 0.497
C 4.074 2.335 0.231
C 1.983 0.977 0.296
O 1.294 1.959 -0.014
O 1.484 -0.188 0.435
H 7.268 1.532 1.043
H 6.168 -0.636 1.539
H 3.718 -0.890 1.180
H 3.468 3.160 -0.118
*
```

Here is a structure of composition C37H42Cl3N7O5SSeY from OMol25. Energies are from ωB97M-V/def2-TZVPD.

HOMO level ... -4.24 eV
Max |F| ... 0.0109 Eh/bohr
LUMO ... 1.747 eV
Frontier orbital gap ... 5.98 eV

Geometry as ORCA input:
```
! RIJCOSX wB97M-V def2-TZVPD def2/J DEFGRID3
* xyz -1 1
Y -0.694 0.587 2.009
N 0.293 2.913 2.115
C 1.457 3.078 1.248
C 2.292 1.795 1.268
O 3.433 1.805 0.770
N 1.628 0.770 1.781
C 2.352 -0.448 2.061
C 1.598 -1.275 3.112
O 2.194 -2.168 3.712
O 0.346 -0.999 3.230
H 0.585 2.752 3.077
H -0.323 3.716 2.119
H 1.113 3.255 0.223
H 2.110 3.912 1.516
H 2.441 -1.095 1.175
H 3.373 -0.264 2.400
C -3.946 -2.162 3.927
C -3.432 -1.635 2.615
O -2.743 -0.631 2.575
N -3.785 -2.339 1.508
C -3.140 -2.099 0.229
C -1.876 -2.918 0.098
C -1.706 -3.889 -0.877
C -0.524 -4.620 -0.881
C 0.419 -4.370 0.100
C 0.158 -3.378 1.042
N -0.957 -2.656 1.026
H -3.942 -1.348 4.648
H -3.248 -2.926 4.278
H -4.941 -2.600 3.844
H -4.170 -3.254 1.671
H -2.904 -1.034 0.194
H -3.841 -2.316 -0.578
H -2.479 -4.065 -1.616
H -0.353 -5.382 -1.632
H 1.342 -4.933 0.153
H 0.861 -3.166 1.841
C -2.329 2.796 -1.267
C -2.477 3.208 0.194
C -3.682 4.144 0.341
C -2.542 1.994 1.126
H -2.237 3.661 -1.934
H -3.209 2.224 -1.586
H -1.458 2.157 -1.408
H -1.585 3.807 0.437
H -4.603 3.603 0.100
H -3.619 5.020 -0.318
H -3.775 4.496 1.372
H -3.423 1.396 0.819
H -2.811 2.354 2.128
Cl 5.307 -2.641 0.701
C 4.603 -1.770 -0.622
C 3.402 -2.212 -1.157
C 2.832 -1.505 -2.196
C 3.450 -0.377 -2.736
C 2.771 0.407 -3.839
C 1.756 1.389 -3.251
N 0.727 0.738 -2.466
C -0.408 0.095 -2.901
C -0.975 -0.433 -1.784
N -0.208 -0.162 -0.668
C 0.805 0.544 -1.131
O 2.068 -0.407 -4.768
C 2.907 -1.190 -5.612
C 3.104 -2.582 -5.087
C 4.290 -3.131 -4.714
Cl 5.834 -2.377 -4.765
S 4.130 -4.704 -4.054
C 2.432 -4.659 -4.285
C 2.028 -3.488 -4.840
C 4.642 0.039 -2.157
Cl 5.447 1.472 -2.736
C 5.229 -0.638 -1.099
H 2.911 -3.081 -0.742
H 1.883 -1.832 -2.606
H 3.513 0.997 -4.379
H 1.289 1.964 -4.049
H 2.288 2.071 -2.589
H -0.698 0.084 -3.938
H -1.891 -0.994 -1.731
H 1.658 0.892 -0.573
H 3.876 -0.701 -5.746
H 2.410 -1.226 -6.582
H 1.822 -5.503 -4.002
H 0.993 -3.246 -5.047
H 6.141 -0.272 -0.650
Se -1.012 1.467 4.800
C -2.282 2.881 4.774
C -3.628 2.673 4.450
C -4.522 3.728 4.490
N -4.200 4.979 4.829
C -2.919 5.178 5.140
C -1.947 4.190 5.129
H -3.965 1.687 4.157
H -5.563 3.555 4.229
H -2.646 6.193 5.419
H -0.926 4.434 5.399
*
```

Here is a structure of composition C37H42Cl4N4O9S2SbSeSi3W at a distorted geometry from OMol25. Energies are from ωB97M-V/def2-TZVPD.

HOMO level (spin up / spin down) ... -4.75 / -4.81 eV
Max |F| ... 0.0377 Eh/bohr
Expectation value of S² ... 2.0161
LUMO (spin up / spin down) ... 1.883 / 1.719 eV
Frontier orbital gap (spin up / spin down) ... 6.63 / 6.53 eV

Geometry as ORCA input:
```
! RIJCOSX wB97M-V def2-TZVPD def2/J DEFGRID3
* xyz -1 3
W -0.220 -0.105 -0.242
O 3.450 2.503 4.156
C 2.715 1.980 3.145
C 3.216 1.012 2.281
C 2.385 0.533 1.296
N 1.132 0.952 1.148
C 0.647 1.859 1.994
C 1.404 2.417 2.995
C -0.807 2.154 1.725
O -1.462 2.836 2.487
O -1.177 1.598 0.623
C 2.751 -0.547 0.312
O 3.779 -1.183 0.431
O 1.839 -0.660 -0.593
H 4.323 2.095 4.161
H 4.228 0.632 2.341
H 0.967 3.162 3.645
Cl -6.344 0.272 -3.448
C -4.666 0.467 -3.066
C -3.828 1.138 -3.939
Cl -4.444 1.790 -5.418
C -2.479 1.293 -3.618
Cl -1.409 2.153 -4.664
C -1.964 0.756 -2.442
O -0.699 0.878 -2.109
C -2.811 0.063 -1.550
O -2.234 -0.412 -0.439
C -4.155 -0.059 -1.871
Cl -5.237 -0.820 -0.760
C -3.567 -3.045 4.261
Si -2.954 -2.119 2.732
C -3.773 -3.008 1.315
C -3.478 -0.325 2.866
Sb -0.427 -1.904 2.001
Si 0.004 -4.420 1.434
C -0.306 -5.259 3.086
C -1.255 -4.987 0.170
C 1.797 -4.263 0.906
Si 0.584 -1.536 4.386
C 0.070 0.212 4.827
C -0.226 -2.772 5.541
C 2.398 -1.918 4.071
H -4.653 -3.058 4.131
H -3.347 -2.543 5.202
H -3.227 -4.078 4.337
H -4.853 -2.856 1.333
H -3.589 -4.082 1.397
H -3.402 -2.639 0.362
H -4.565 -0.209 2.903
H -3.119 0.237 2.001
H -3.071 0.132 3.772
H -0.433 -6.343 3.015
H -1.218 -4.844 3.510
H 0.515 -5.060 3.776
H -1.867 -5.792 0.588
H -0.792 -5.357 -0.742
H -1.904 -4.169 -0.120
H 2.387 -3.961 1.773
H 1.852 -3.463 0.163
H 2.261 -5.152 0.470
H -0.654 0.600 4.114
H 0.913 0.901 4.855
H -0.398 0.225 5.815
H -0.483 -2.308 6.497
H 0.409 -3.635 5.743
H -1.143 -3.135 5.096
H 2.698 -1.499 3.111
H 2.496 -3.004 4.011
H 3.101 -1.564 4.831
C 3.210 5.241 -2.994
N 2.682 4.018 -3.545
C 1.957 3.093 -2.856
Se 1.548 3.069 -1.084
N 1.597 2.138 -3.741
C 2.126 2.412 -4.990
C 2.079 1.740 -6.200
C 2.750 2.317 -7.269
C 3.440 3.523 -7.140
C 3.485 4.198 -5.928
C 2.814 3.620 -4.864
H 2.904 5.293 -1.951
H 2.815 6.100 -3.539
H 4.300 5.245 -3.053
H 1.103 1.302 -3.439
H 1.573 0.791 -6.297
H 2.742 1.812 -8.226
H 3.952 3.938 -7.999
H 4.025 5.129 -5.817
O 3.938 -0.504 -3.708
S 2.888 -1.310 -4.253
O 2.650 -1.269 -5.671
N 1.474 -1.018 -3.443
C 1.050 -2.073 -2.828
S -0.326 -2.185 -1.804
C 1.895 -3.302 -3.038
C 1.685 -4.599 -2.607
C 2.636 -5.562 -2.916
C 3.785 -5.231 -3.628
C 3.998 -3.930 -4.066
C 3.030 -2.998 -3.759
H 0.798 -4.841 -2.043
H 2.486 -6.585 -2.594
H 4.518 -5.998 -3.847
H 4.883 -3.659 -4.626
*
```

Here is a cluster of 5 separate species, C37H42ClN5O11PS in total at a distorted geometry from OMol25. Energies are from ωB97M-V/def2-TZVPD.

HOMO level ... -3.74 eV
Max |F| ... 0.0196 Eh/bohr
LUMO ... 0.788 eV
Frontier orbital gap ... 4.52 eV

Geometry as ORCA input:
```
! RIJCOSX wB97M-V def2-TZVPD def2/J DEFGRID3
* xyz -1 1
O 4.502 -5.233 0.610
C 3.931 -6.195 1.031
C 3.322 -6.214 2.410
C 2.404 -5.029 2.694
P 0.514 -5.480 2.691
C 0.053 -3.621 2.490
C -0.171 -3.180 1.032
C 0.663 -1.971 0.583
C 1.875 -2.418 -0.228
S 2.982 -1.043 -0.529
O 4.035 -1.425 -1.413
O 2.201 0.101 -0.906
Cl 3.742 -0.593 1.319
N 3.812 -7.378 0.208
C 2.527 -7.355 -0.463
C 2.238 -6.269 -1.285
C 1.007 -6.201 -1.931
C 0.083 -7.224 -1.771
C 0.383 -8.303 -0.950
C 1.609 -8.381 -0.292
H 4.190 -6.138 3.067
H 2.811 -7.154 2.617
H 2.579 -4.212 2.000
H 2.623 -4.666 3.700
H 0.598 -5.683 1.233
H 0.821 -6.908 2.921
H 0.410 -5.300 4.167
H -0.925 -5.837 2.665
H -0.865 -3.445 3.047
H 0.806 -2.989 2.965
H -1.207 -2.862 0.938
H -0.046 -4.004 0.325
H 0.062 -1.339 -0.066
H 0.995 -1.367 1.423
H 2.459 -3.207 0.244
H 1.625 -2.724 -1.241
H 3.783 -8.162 0.853
H 2.955 -5.478 -1.426
H 0.819 -5.326 -2.535
H -0.869 -7.167 -2.278
H -0.327 -9.100 -0.791
H 1.838 -9.219 0.347
C 0.594 2.645 -0.462
C -0.298 2.871 -1.504
C -1.309 3.808 -1.370
C -1.410 4.515 -0.185
C -0.538 4.302 0.868
C 0.467 3.360 0.723
N -2.464 5.525 -0.043
O -3.230 5.686 -0.973
O -2.513 6.157 0.997
H 1.385 1.910 -0.579
H -0.202 2.313 -2.426
H -2.003 3.984 -2.179
H -0.636 4.860 1.787
H 1.157 3.185 1.538
C -3.080 9.137 -1.088
C -4.011 9.102 -0.060
C -5.056 10.012 -0.041
C -5.151 10.943 -1.060
C -4.230 10.995 -2.090
C -3.188 10.083 -2.099
N -6.270 11.898 -1.055
O -7.054 11.847 -0.129
O -6.345 12.685 -1.978
H -2.269 8.420 -1.102
H -3.921 8.362 0.723
H -5.784 9.991 0.756
H -4.321 11.731 -2.874
H -2.460 10.108 -2.899
C -0.333 7.125 6.719
C 0.956 6.698 6.427
C 1.166 5.431 5.907
C 0.075 4.612 5.685
C -1.214 5.017 5.975
C -1.415 6.285 6.497
N 0.291 3.273 5.111
O 1.436 2.939 4.879
O -0.688 2.591 4.896
H -0.494 8.117 7.121
H 1.798 7.353 6.602
H 2.165 5.091 5.677
H -2.051 4.359 5.795
H -2.418 6.618 6.726
C 1.876 -5.904 -7.815
C 0.529 -6.032 -8.129
C -0.428 -5.389 -7.360
C -0.015 -4.622 -6.287
C 1.319 -4.488 -5.957
C 2.270 -5.136 -6.728
N -1.026 -3.920 -5.478
O -2.192 -4.071 -5.783
O -0.632 -3.230 -4.562
H 2.621 -6.405 -8.420
H 0.223 -6.633 -8.974
H -1.476 -5.486 -7.597
H 1.625 -3.889 -5.112
H 3.318 -5.040 -6.481
*
```

Here is a structure of composition C37H43AsKN2O2S4 from OMol25. Energies are from ωB97M-V/def2-TZVPD.

HOMO level ... -3.96 eV
Max |F| ... 0.0130 Eh/bohr
LUMO ... 1.954 eV
Frontier orbital gap ... 5.92 eV

Geometry as ORCA input:
```
! RIJCOSX wB97M-V def2-TZVPD def2/J DEFGRID3
* xyz -1 1
K -0.255 0.228 0.142
C 0.098 -5.139 -1.786
C -0.394 -6.033 -0.647
C 0.670 -7.108 -0.385
C -1.699 -6.709 -1.093
C -0.642 -5.246 0.639
C -1.099 -5.914 1.791
C -1.318 -5.260 2.988
C -1.079 -3.891 3.052
S -1.204 -2.766 4.368
C -0.650 -1.456 3.292
N -0.422 -1.858 2.085
C -0.636 -3.207 1.918
C -0.417 -3.885 0.717
C -0.469 -0.087 3.821
C -0.844 0.136 5.156
C -0.630 1.366 5.751
C -0.029 2.370 4.999
C 0.311 2.128 3.673
C 0.117 0.905 2.999
H 0.258 -5.739 -2.683
H 1.044 -4.653 -1.543
H -0.620 -4.360 -2.044
H 0.856 -7.679 -1.298
H 0.360 -7.806 0.395
H 1.608 -6.645 -0.073
H -1.532 -7.274 -2.013
H -2.469 -5.959 -1.286
H -2.078 -7.397 -0.335
H -1.282 -6.981 1.748
H -1.663 -5.808 3.856
H -0.057 -3.308 -0.126
H -1.314 -0.643 5.750
H -0.920 1.534 6.781
H 0.168 3.340 5.449
H 0.766 2.956 3.125
O 0.541 2.398 -1.039
S 1.330 2.215 -2.290
C 0.092 2.023 -3.617
C -1.015 1.004 -3.306
C -2.393 1.678 -3.304
C -2.606 2.626 -2.114
S -3.558 1.816 -0.797
O -2.735 0.701 -0.268
C -3.441 3.144 0.404
C -4.349 4.193 0.326
C -4.300 5.211 1.265
C -3.359 5.162 2.287
C -2.469 4.101 2.365
C -2.500 3.083 1.420
C 1.843 3.864 -2.787
C 1.411 4.953 -2.051
C 1.816 6.227 -2.426
C 2.647 6.398 -3.525
C 3.086 5.296 -4.249
C 2.691 4.020 -3.875
H 0.655 1.749 -4.511
H -0.332 3.016 -3.776
H -0.886 0.479 -2.360
H -0.980 0.214 -4.057
H -3.175 0.914 -3.317
H -2.510 2.246 -4.231
H -3.203 3.499 -2.387
H -1.662 2.960 -1.675
H -5.098 4.204 -0.458
H -5.003 6.032 1.208
H -3.330 5.948 3.031
H -1.741 4.040 3.164
H -1.783 2.272 1.509
H 0.775 4.780 -1.191
H 1.487 7.086 -1.855
H 2.964 7.392 -3.813
H 3.743 5.430 -5.098
H 3.044 3.151 -4.418
S 0.855 -2.478 -4.561
C 1.055 -1.670 -3.145
N 1.173 -1.050 -2.159
C 4.359 0.014 -0.284
As 2.824 -0.555 0.805
C 3.669 -0.360 2.562
C 3.096 -2.484 0.590
H 5.279 -0.483 0.031
H 4.484 1.095 -0.201
H 4.144 -0.233 -1.324
H 4.662 -0.816 2.579
H 3.032 -0.827 3.313
H 3.742 0.700 2.803
H 4.133 -2.765 0.785
H 2.824 -2.745 -0.434
H 2.437 -3.020 1.275
*
```

Look up the max |F| of the fourth one. 0.0196 Eh/bohr

Which formula does entry 2 have? C37H42Cl3N7O5SSeY